ORCA calculation (ωB97M-V with the def2-TZVPD basis set) on a structure of composition C43H68Br2ClN10O4P2Pt in a non-equilibrium geometry.

Element x y z (Å)
Pt (0.63557, 0.08933, 0.24662)
Br (1.66229, 5.43201, 4.41552)
C (1.29482, 3.91189, 3.38116)
C (1.56391, 2.63204, 3.86231)
C (1.28606, 1.55153, 3.05086)
N (0.74216, 1.67166, 1.83880)
C (0.46731, 2.90117, 1.37804)
C (0.74841, 4.04295, 2.10616)
C (-0.09555, 2.95583, 0.02616)
C (-0.98186, 3.93069, -0.38332)
C (-1.40549, 3.92761, -1.71029)
Br (-2.67559, 5.18052, -2.30379)
C (-0.89281, 2.97797, -2.58496)
C (-0.05874, 1.99991, -2.08004)
N (0.31514, 1.97837, -0.79968)
H (1.98539, 2.50135, 4.84811)
H (1.50379, 0.54745, 3.38589)
H (0.56822, 5.02191, 1.68586)
H (-1.35314, 4.67563, 0.30589)
H (-1.14170, 2.99590, -3.63543)
H (0.30448, 1.20001, -2.71214)
O (-1.74668, 0.15024, -0.06766)
P (-3.15275, 0.62846, -0.17368)
N (-3.56851, 1.00357, -1.74481)
C (-2.96420, 0.19430, -2.80933)
C (-4.11963, -0.14698, -3.74182)
C (-4.98225, 1.11647, -3.66428)
C (-4.84056, 1.56562, -2.20434)
N (-3.44139, 1.96360, 0.73605)
C (-4.56495, 2.91331, 0.65990)
C (-4.58127, 3.61650, 2.02210)
C (-3.90651, 2.62302, 2.97239)
C (-2.84598, 1.97774, 2.08734)
N (-4.19725, -0.58461, 0.30284)
C (-5.45522, -0.42073, 1.02532)
C (-5.69351, -1.80200, 1.62773)
C (-5.21198, -2.71471, 0.49670)
C (-3.96382, -1.99397, -0.01975)
H (-2.43796, -0.66420, -2.39860)
H (-2.22029, 0.79878, -3.33896)
H (-4.67743, -1.01020, -3.37199)
H (-3.77045, -0.36235, -4.74890)
H (-6.02035, 0.93363, -3.93124)
H (-4.59144, 1.88260, -4.33484)
H (-5.67675, 1.19642, -1.60006)
H (-4.83172, 2.65392, -2.11755)
H (-5.50872, 2.39325, 0.48361)
H (-4.40901, 3.62415, -0.15309)
H (-5.59336, 3.86381, 2.33246)
H (-4.00296, 4.54020, 1.97853)
H (-4.62229, 1.88514, 3.33630)
H (-3.46079, 3.11314, 3.83563)
H (-2.57089, 0.96691, 2.39654)
H (-1.93526, 2.58652, 2.07074)
H (-6.27235, -0.18106, 0.33199)
H (-5.37569, 0.37234, 1.76750)
H (-6.73692, -1.95570, 1.89053)
H (-5.08021, -1.93995, 2.52038)
H (-5.97456, -2.76578, -0.28168)
H (-4.99931, -3.72786, 0.82793)
H (-3.81382, -2.13673, -1.09495)
H (-3.05113, -2.32965, 0.48724)
Cl (1.95292, -3.25394, -3.66777)
C (0.34893, -2.94445, -3.01130)
C (0.31697, -1.47729, -2.44521)
O (-0.24475, -0.63668, -3.11954)
O (0.92215, -1.38539, -1.32836)
H (0.16087, -3.63154, -2.18944)
H (-0.39272, -3.02931, -3.79864)
N (5.09960, -0.07352, -2.42167)
N (4.25805, 0.41348, -1.50423)
N (4.35711, 1.63863, -1.02172)
C (3.41693, 1.66065, -0.10464)
N (2.78783, 0.47319, -0.04328)
N (3.34323, -0.31026, -0.95123)
H (5.64827, 0.62329, -2.90521)
H (4.74961, -0.85832, -2.95263)
H (3.21306, 2.51513, 0.51461)
O (0.43746, -1.93804, 1.16485)
P (1.19550, -2.83349, 2.15086)
C (3.00811, -2.61390, 1.80022)
C (4.02499, -3.07274, 2.84593)
C (4.41307, -4.54405, 2.72131)
C (4.86000, -4.87787, 1.30136)
C (3.74407, -4.56523, 0.30949)
C (3.35406, -3.09265, 0.38131)
C (0.38157, -4.49000, 2.00679)
C (1.04943, -5.71007, 2.63867)
C (0.01338, -6.83386, 2.78496)
C (-0.98524, -6.83688, 1.62050)
C (-0.37023, -6.25431, 0.35034)
C (0.03429, -4.78065, 0.53281)
C (0.97954, -2.07339, 3.84552)
C (1.05794, -3.00434, 5.05953)
C (-0.23081, -3.76474, 5.37212)
C (-1.46961, -2.87050, 5.34483)
C (-1.54984, -2.06172, 4.05460)
C (-0.29516, -1.21377, 3.86726)
H (2.99771, -1.51130, 1.77948)
H (3.66177, -2.87581, 3.85780)
H (4.92463, -2.46617, 2.70223)
H (3.56783, -5.17703, 2.99802)
H (5.21858, -4.76343, 3.42254)
H (5.13588, -5.93077, 1.23965)
H (5.75315, -4.29809, 1.04868)
H (2.88195, -5.20158, 0.52134)
H (4.06845, -4.79433, -0.70699)
H (2.52073, -2.86215, -0.28456)
H (4.20485, -2.50134, 0.03568)
H (-0.56069, -4.31529, 2.53585)
H (1.49474, -5.49398, 3.61036)
H (1.84535, -6.05418, 1.97738)
H (-0.52292, -6.74604, 3.73316)
H (0.54253, -7.78702, 2.83384)
H (-1.87089, -6.25272, 1.89111)
H (-1.34298, -7.84807, 1.43139)
H (-1.07667, -6.34531, -0.47449)
H (0.50759, -6.84732, 0.08173)
H (-0.77541, -4.11895, 0.21690)
H (0.89464, -4.55268, -0.10096)
H (1.85104, -1.40434, 3.88208)
H (1.29755, -2.37944, 5.92527)
H (1.88927, -3.70475, 4.95017)
H (-0.13216, -4.21703, 6.35924)
H (-0.37049, -4.58440, 4.66452)
H (-1.43830, -2.18588, 6.19674)
H (-2.36128, -3.48819, 5.45585)
H (-2.42915, -1.41415, 4.07533)
H (-1.66341, -2.72957, 3.19543)
H (-0.22888, -0.49950, 4.69556)
H (-0.37593, -0.64971, 2.93320)

LUMO level (spin up / spin down)	-11.38 / -11.37	eV
HOMO-LUMO gap (spin up / spin down)	3.496 / 3.524	eV
max |F|	3.41	eV/A
energy above the lowest of the compared OMol25 structures with the same formula, charge and spin	123.0	kJ/mol
HOMO level (spin up / spin down)	-14.881 / -14.892	eV
E	-243193.85701	eV
total charge	+3

Mulliken atomic charge list, values in e, 6 entries:
1. Pt 3.692
2. Br -0.014
3. C -0.577
4. C -1.003
5. C -0.452
6. N 0.478